1.
Density functional theory data (ωB97M-V/def2-TZVPD) for an isolated ion of composition C5H13N2O2S and charge +1.

Structure (XYZ):
```
23
Properties=species:S:1:pos:R:3:forces:R:3:lowdin_spin:R:1
C 1.1049 0.3745 0.3821 1.814 -1.881 0.511 0.315
C -1.6385 -0.3161 1.6730 0.946 1.607 -0.914 0.041
C -2.4761 0.3754 -0.6900 -0.342 -3.209 1.277 0.059
C 0.9363 -1.0559 -0.0585 -0.389 -0.811 -0.812 0.042
C 1.7371 -0.7506 -1.3109 0.870 -0.628 -0.237 0.005
N -1.4543 0.3882 0.3946 -1.760 0.402 0.170 0.467
N 2.0635 0.6434 -0.7754 -3.647 0.740 -2.163 0.044
O -0.1682 2.0120 -1.0083 1.238 0.617 -1.745 0.201
O 1.6793 0.5852 1.6384 0.287 -1.083 -1.115 0.025
S -0.3481 1.6575 0.4007 -3.660 2.099 1.159 0.688
H -2.3684 0.1585 2.3373 0.176 -0.008 -0.155 0.016
H -1.9594 -1.2605 1.3495 -0.428 -1.705 0.252 0.009
H -0.6139 -0.2858 2.0672 -0.604 -0.486 0.682 0.005
H -2.9054 -0.7130 -0.8638 1.923 1.461 -0.014 0.020
H -3.4661 0.7090 -0.4589 -0.328 1.529 0.834 0.025
H -2.0521 0.8607 -1.5264 0.170 0.265 -1.017 0.002
H -0.0361 -1.4746 -0.2699 -0.518 0.391 -0.006 0.009
H 1.3627 -1.8150 0.5629 0.835 -0.356 0.687 0.010
H 1.1924 -0.7559 -2.2462 -0.246 0.604 0.011 0.001
H 2.5970 -1.4089 -1.4947 0.079 0.620 0.319 0.000
H 2.2325 -0.2205 1.7359 -0.131 0.720 0.732 0.003
H 1.6228 1.4512 -1.3566 0.799 -1.323 0.952 0.007
H 2.9579 0.8411 -0.4818 2.916 0.435 0.589 0.007
```
Positions in Å, forces in eV/Å.

The LUMO energy (alpha / beta) comes out at -2.82 / -6.41 eV. For the HOMO-LUMO gap (alpha / beta), the calculation gives 6.15 / 7.16 eV. The calculation puts the energy relative to the best compared isomer or geometry (same formula, charge and spin) at 0.000 eV. For the largest force on an atom, the calculation gives 4.375 eV/Å. As for the expectation value of S²: 2.0093. As for the multiplicity: 3. As for the total charge: +1. The total energy is -23292.8484 eV.


2.
Density functional theory data (ωB97M-V/def2-TZVPD) for an isolated ion of composition C5H10NO and charge +1.

Structure (XYZ):
```
17
Properties=species:S:1:pos:R:3:forces:R:3:nbo_charge:R:1
C -2.0637 -1.4228 -0.7689 0.713 -1.854 0.812 -0.347
C -1.0078 -1.2354 0.0365 0.205 -1.256 -1.606 -0.226
C -0.7075 0.0628 0.7272 0.542 -0.933 -1.237 -0.448
C 0.3959 0.8863 -0.1325 0.542 -2.439 1.431 -0.142
N 1.3951 1.2640 0.9701 -2.368 2.757 0.361 -0.693
C 1.2570 0.0485 -1.1842 1.890 0.928 -0.169 0.413
O 2.4868 -0.0341 -1.1843 -2.886 0.310 1.228 -0.485
H -2.9982 -1.0025 -0.5261 -0.881 1.580 -0.440 0.209
H -2.1613 -2.2954 -1.4304 0.290 0.231 0.527 0.223
H -0.2398 -2.0814 0.0991 -0.653 1.577 -0.362 0.223
H -0.1806 -0.3162 1.6115 -0.381 0.777 0.406 0.204
H -1.6311 0.6353 0.9046 0.593 -0.021 0.169 0.261
H 0.0148 1.7089 -0.7226 -0.133 0.490 0.364 0.263
H 2.1991 0.7241 0.7588 1.878 -0.554 -0.092 0.458
H 1.5704 2.3021 1.0117 0.349 -1.318 -0.234 0.458
H 0.9603 1.0189 1.8928 0.806 0.136 -0.981 0.451
H 0.7107 -0.2633 -2.0633 -0.507 -0.410 -0.176 0.177
```
Positions in Å, forces in eV/Å.

The LUMO energy comes out at -3.81 eV. For the HOMO-LUMO gap, the calculation gives 9.79 eV. The calculation puts the energy relative to the best compared isomer or geometry (same formula, charge and spin) at 2.915 eV. For the largest force on an atom, the calculation gives 3.652 eV/Å. As for the total charge: +1. Its SMILES is C=CC[C@@H]([NH3+])C=O. The total energy is -8875.6653 eV.


3.
Density functional theory data (ωB97M-V/def2-TZVPD) for a 3-piece molecular cluster, C18H41BN2O3 overall.

Structure (XYZ):
```
65
Properties=species:S:1:pos:R:3:forces:R:3:nbo_charge:R:1
C 1.7004 -2.1150 0.4236 -0.444 0.369 0.108 -0.422
N 1.2671 -1.2366 1.5211 0.127 0.069 -0.049 -0.645
C 1.3415 0.1866 1.2208 0.061 -0.362 -0.371 -0.214
C 0.1617 0.7672 0.4055 0.605 0.843 -0.476 -0.252
B 0.7773 2.0562 -0.2961 -0.070 0.133 0.320 1.172
O 0.7596 2.2430 -1.6581 0.328 0.231 0.292 -0.903
O 1.3593 3.0014 0.5194 -0.793 -0.193 0.292 -0.911
C -1.0940 1.0676 1.2482 0.283 -1.175 -0.674 -0.381
C -1.6270 -0.3617 1.3934 -0.449 -0.113 0.382 -0.544
C -1.4820 -0.8491 -0.0362 -0.512 -1.009 -0.472 0.706
O -2.1971 -1.6324 -0.6445 1.021 1.133 0.719 -0.570
N -0.3708 -0.1551 -0.6103 -0.839 -0.833 0.444 -0.675
H 2.6357 -2.6170 0.6437 0.170 -0.189 0.054 0.187
H 1.8155 -1.5307 -0.4816 0.178 0.074 -0.189 0.194
H 0.9167 -2.8328 0.2080 0.014 -0.357 -0.043 0.201
H 1.8390 -1.4099 2.3296 0.032 -0.090 0.205 0.364
H 1.4065 0.7505 2.1435 -0.080 0.107 0.248 0.215
H 2.2714 0.4115 0.6815 0.171 -0.014 -0.090 0.164
H 1.0045 1.4231 -2.0891 -0.354 -0.273 -0.444 0.501
H 1.0667 3.8937 0.3347 0.411 0.395 -0.284 0.503
H -0.9597 1.6542 2.1438 0.022 0.154 0.178 0.225
H -1.7735 1.4977 0.5153 -0.304 0.839 0.411 0.195
H -1.0207 -0.9947 2.0302 0.354 0.051 0.098 0.263
H -2.6345 -0.4425 1.7836 -0.353 0.037 -0.350 0.230
H -0.7605 0.2938 -1.4300 0.463 0.109 -0.335 0.395
C 4.8512 -7.4543 -3.0483 0.079 0.062 -0.047 -0.610
C 5.4061 -6.0767 -2.6969 -0.033 -0.085 0.048 -0.398
C 4.4568 -5.2384 -1.8424 0.023 0.055 -0.001 -0.397
C 3.1155 -4.9124 -2.5009 -0.031 -0.035 0.016 -0.397
C 3.2133 -4.1740 -3.8343 -0.011 0.093 0.050 -0.399
C 3.8778 -2.8048 -3.7206 -0.008 -0.063 -0.082 -0.609
H 3.9371 -7.3836 -3.6392 -0.016 -0.007 0.009 0.201
H 5.5745 -8.0252 -3.6316 -0.009 -0.027 0.002 0.209
H 4.6272 -8.0244 -2.1445 -0.040 -0.002 0.004 0.201
H 5.6601 -5.5398 -3.6148 0.000 0.024 0.005 0.193
H 6.3438 -6.2028 -2.1497 0.020 0.019 -0.017 0.201
H 4.9613 -4.3095 -1.5612 -0.011 0.007 0.000 0.198
H 4.2621 -5.7683 -0.9046 0.007 -0.016 0.001 0.200
H 2.5270 -4.3058 -1.8048 -0.014 0.008 -0.008 0.201
H 2.5461 -5.8340 -2.6469 0.005 -0.008 0.009 0.202
H 2.2037 -4.0443 -4.2313 -0.002 -0.022 -0.023 0.204
H 3.7519 -4.7831 -4.5652 -0.002 -0.019 0.004 0.193
H 3.3306 -2.1667 -3.0229 0.019 0.000 0.030 0.198
H 3.8988 -2.3021 -4.6884 0.000 0.028 0.009 0.209
H 4.9081 -2.8826 -3.3706 0.003 0.009 0.017 0.200
C -5.9046 6.5533 1.1796 -0.061 -0.072 0.054 -0.610
C -5.7822 5.8726 2.5401 0.018 0.089 -0.047 -0.398
C -4.3598 5.8781 3.0978 -0.005 -0.025 0.040 -0.397
C -3.3324 5.1326 2.2448 0.002 0.022 -0.033 -0.397
C -3.6602 3.6640 1.9796 0.038 0.027 0.112 -0.400
C -3.7231 2.8154 3.2468 -0.045 -0.027 -0.137 -0.612
H -5.3086 6.0477 0.4188 0.012 0.010 -0.008 0.200
H -6.9403 6.5512 0.8381 -0.001 0.019 -0.021 0.211
H -5.5738 7.5923 1.2345 0.035 0.003 -0.019 0.201
H -6.1558 4.8475 2.4710 0.008 -0.012 0.020 0.194
H -6.4338 6.3856 3.2517 -0.017 -0.024 0.013 0.202
H -4.3731 5.4553 4.1060 0.013 -0.008 0.000 0.200
H -4.0280 6.9145 3.2130 -0.011 0.012 -0.004 0.200
H -2.3596 5.1940 2.7438 0.008 -0.018 0.001 0.198
H -3.2104 5.6469 1.2874 -0.010 0.011 0.003 0.199
H -2.8922 3.2545 1.3216 -0.016 0.009 -0.048 0.198
H -4.6040 3.5807 1.4341 -0.003 0.012 -0.005 0.197
H -2.7743 2.8503 3.7871 -0.008 0.023 0.030 0.199
H -3.9308 1.7727 3.0011 0.015 -0.017 0.034 0.210
H -4.5093 3.1542 3.9223 0.007 0.006 0.018 0.205
```
Positions in Å, forces in eV/Å.

The LUMO energy comes out at 0.26 eV. For the HOMO-LUMO gap, the calculation gives 9.15 eV. For the largest force on an atom, the calculation gives 1.686 eV/Å. Its SMILES is CNC[C@]1(B(O)O)CCC(=O)N1.CCCCCC.CCCCCC. The total energy is -29132.8361 eV.


Question: The lowest largest force on an atom belongs to which entry?
Answer: C18H41BN2O3